1.
Formula: C19H46NO12P2S2
Source: the OMol25 dataset
Level of theory: the ωB97M-V functional and the def2-TZVPD basis

- E_tot (eV) = -86750.9607
- net charge = +1

Cartesian coordinates (Å):
1 S -2.124 -0.803 1.373
2 S 3.500 2.310 -0.614
3 P 7.298 7.367 -0.195
4 P -6.859 -4.430 0.642
5 O 6.970 7.353 1.371
6 O -7.723 -5.759 0.876
7 O -3.104 0.434 -3.312
8 O 8.848 6.984 -0.258
9 O 6.577 6.045 -0.749
10 O 6.927 8.612 -0.900
11 O -7.890 -3.262 0.997
12 O 3.688 2.195 -2.285
13 O 3.390 3.735 -0.181
14 O -5.577 -4.385 1.387
15 O 4.624 1.537 0.011
16 O -6.720 -4.343 -0.950
17 N -1.493 1.487 -2.000
18 C 1.921 1.450 -0.196
19 C 3.354 -3.436 0.562
20 C -0.318 -3.513 -1.101
21 C 0.713 -3.580 0.123
22 C -8.339 -3.171 2.345
23 C -1.528 -2.469 -0.940
24 C 5.158 5.994 -0.668
25 C -3.644 0.154 -0.940
26 C 0.020 1.147 1.693
27 C -7.899 -4.345 -1.747
28 C -0.296 -0.357 1.250
29 C 9.418 6.770 -1.544
30 C -2.232 -2.450 0.504
31 C 7.320 6.210 2.139
32 C -3.123 0.514 0.533
33 C 1.603 1.397 1.387
34 C -2.723 0.686 -2.138
35 C 2.039 -2.689 -0.056
36 C -7.139 -6.996 0.484
37 H -0.686 0.866 -1.856
38 H -7.912 -3.954 2.975
39 H -6.061 -6.908 0.332
40 H -3.370 -2.659 0.346
41 H -0.529 1.950 1.095
42 H -1.877 -3.299 1.200
43 H 6.442 5.885 2.700
44 H -4.051 0.688 1.185
45 H 3.216 -4.560 0.665
46 H 4.876 5.329 0.147
47 H 0.281 -1.072 1.944
48 H -3.858 -0.947 -1.126
49 H 2.220 -2.396 -1.159
50 H 2.056 0.348 -0.520
51 H -8.060 -2.197 2.749
52 H 1.012 1.821 -0.802
53 H -4.658 0.695 -1.063
54 H -8.796 -4.554 -1.161
55 H 2.140 0.455 1.782
56 H 8.684 6.886 -2.344
57 H -0.100 1.331 2.823
58 H 8.111 6.481 2.840
59 H -1.584 2.199 -1.264
60 H -7.329 -7.735 1.263
61 H -1.172 -1.451 -1.314
62 H 0.271 -3.348 1.148
63 H -7.608 -7.330 -0.444
64 H 4.767 5.592 -1.604
65 H 1.996 -1.679 0.508
66 H 4.097 1.324 -2.511
67 H -2.343 -2.804 -1.688
68 H 0.291 -3.158 -2.017
69 H 4.236 -3.133 -0.097
70 H 10.229 7.483 -1.697
71 H 0.087 -0.532 0.193
72 H 4.724 6.982 -0.496
73 H -9.426 -3.262 2.357
74 H 9.824 5.757 -1.581
75 H 1.075 -4.675 0.180
76 H 2.026 2.282 1.962
77 H -8.005 -3.372 -2.228
78 H -0.732 -4.543 -1.412
79 H -2.563 1.505 0.498
80 H -7.797 -5.113 -2.516
81 H 7.663 5.381 1.516
82 H 3.555 -2.954 1.588

Results of the Löwdin charge analysis, in e, for atoms 1 through 8: S 1.117; S 0.730; P 0.385; P 0.380; O -0.206; O -0.226; O 0.064; O -0.215



2.
Formula: C19H47AlO9P
Source: the OMol25 dataset
Level of theory: the ωB97M-V functional and the def2-TZVPD basis

- E_tot (eV) = -54777.3542
- net charge = -1

Cartesian coordinates (Å):
1 P -2.574 -0.810 0.322
2 Al -1.961 -1.449 -4.564
3 O -2.132 5.083 5.829
4 O -3.905 0.022 0.053
5 O -1.764 0.362 1.057
6 O -2.760 -1.999 1.167
7 O 4.449 -3.428 -5.016
8 O 2.591 -0.705 -3.687
9 O 0.327 3.310 5.459
10 O 5.606 -0.749 -4.187
11 O -2.028 1.428 5.369
12 C -1.139 5.218 4.831
13 C 5.431 -1.896 -3.378
14 C -0.468 3.914 4.453
15 C 0.378 -0.868 1.332
16 C -0.335 0.419 0.932
17 C 5.491 -3.235 -4.088
18 C -0.291 2.671 6.561
19 C -1.838 -2.606 -1.678
20 C -1.450 -2.838 -3.152
21 C -4.944 -0.659 -0.675
22 C -1.856 -1.119 -1.298
23 C -5.777 -1.580 0.209
24 C 3.329 0.241 -4.422
25 C -1.935 0.625 4.201
26 C -1.988 5.904 6.962
27 C 4.572 -0.334 -5.067
28 C -0.949 1.336 6.266
29 C 2.281 -0.361 -2.358
30 C 4.828 -3.763 -6.329
31 H -5.562 0.131 -1.099
32 H 6.294 -1.880 -2.705
33 H -2.389 -2.242 -5.931
34 H -0.037 1.234 1.591
35 H -0.670 -0.504 -4.881
36 H 4.863 -4.850 -6.464
37 H -1.185 3.215 4.024
38 H -0.937 6.125 7.173
39 H -2.422 -0.343 4.346
40 H -2.407 5.375 7.819
41 H -0.192 0.636 5.896
42 H 2.235 -1.282 -1.773
43 H -1.935 -3.763 -3.488
44 H 3.605 1.099 -3.797
45 H 0.247 4.171 3.666
46 H -3.265 -0.566 -4.103
47 H -0.272 -1.481 1.955
48 H 0.657 -1.463 0.463
49 H -6.822 -1.534 -0.096
50 H -2.798 -3.071 -1.448
51 H 5.803 -3.339 -6.590
52 H -0.893 0.461 3.914
53 H 4.078 -3.356 -7.009
54 H -2.436 1.142 3.386
55 H 1.305 0.133 -2.302
56 H 0.537 2.453 7.242
57 H -4.520 -1.206 -1.518
58 H 3.046 0.292 -1.923
59 H -1.615 5.603 3.920
60 H -2.455 -0.548 -2.013
61 H -0.375 -3.038 -3.214
62 H 4.309 -1.117 -5.780
63 H -0.377 5.942 5.142
64 H 5.410 -4.006 -3.310
65 H 2.693 0.611 -5.236
66 H -1.316 0.943 7.225
67 H 5.023 0.485 -5.635
68 H 1.276 -0.629 1.902
69 H -0.077 0.718 -0.083
70 H -5.448 -2.615 0.132
71 H -0.848 -0.711 -1.359
72 H -1.125 -3.091 -1.000
73 H 4.537 -1.825 -2.757
74 H -2.530 6.848 6.839
75 H -5.695 -1.280 1.252
76 H 6.470 -3.352 -4.567
77 H -0.976 3.338 7.089

Results of the Löwdin charge analysis, in e, for atoms 1 through 8: P 0.487; Al 0.147; O -0.186; O -0.212; O -0.223; O -0.265; O -0.182; O -0.193



3.
Formula: C19H47N4O6P
Source: the OMol25 dataset
Level of theory: the ωB97M-V functional and the def2-TZVPD basis

- ΔE to the lowest compared entry with this formula, charge and spin (eV) = 3.673
- SMILES string = CCC[PH2](CCO)CCO.CN(C)C=O.CN(C)C=O.CN(C)C=O.CN(C)C=O
- E_tot (eV) = -47993.3407

Cartesian coordinates (Å):
1 P -2.341 3.432 -2.336
2 O -4.989 3.164 -0.011
3 O 3.712 -4.154 -4.959
4 O 3.260 1.259 -1.899
5 O -2.392 7.284 -1.833
6 O -2.377 -4.066 3.617
7 O 3.323 -3.104 3.102
8 N 1.487 -2.177 4.165
9 N 2.697 -0.843 -1.110
10 N 5.568 -3.780 -3.627
11 N -4.213 -3.139 4.680
12 C 1.110 3.630 -0.587
13 C -3.995 2.478 -2.345
14 C -3.508 -1.925 5.035
15 C -3.545 -4.121 3.980
16 C 0.101 -2.321 4.557
17 C 2.770 -1.800 -0.027
18 C -0.627 4.282 -2.465
19 C 2.155 -3.159 3.465
20 C -5.200 3.158 -1.467
21 C -5.599 -3.283 5.072
22 C 4.779 -3.560 -2.433
23 C 4.924 -4.066 -4.812
24 C 2.192 -0.963 4.520
25 C -3.251 6.070 -1.660
26 C 3.282 0.403 -1.025
27 C 1.987 -1.206 -2.319
28 C 7.010 -3.693 -3.538
29 C 0.644 3.268 -2.118
30 C -3.116 5.056 -2.983
31 H 7.283 -2.691 -3.196
32 H -6.004 -4.243 4.740
33 H 0.240 2.181 -2.272
34 H 3.266 -2.706 -0.389
35 H -3.771 1.394 -1.898
36 H -2.918 5.558 -0.661
37 H -2.643 -2.183 5.655
38 H 1.173 -0.493 -2.481
39 H -4.388 6.400 -1.523
40 H 5.618 -4.215 -5.655
41 H -2.063 3.117 -0.944
42 H 1.512 3.561 -2.872
43 H 3.057 -1.221 5.139
44 H 2.199 3.193 -0.453
45 H 1.536 -0.282 5.070
46 H 4.102 -2.718 -2.603
47 H -5.883 3.488 0.366
48 H -1.614 7.245 -1.198
49 H 7.476 -3.880 -4.509
50 H 3.795 0.574 -0.064
51 H -0.304 -3.281 4.225
52 H -4.174 -5.000 3.762
53 H 2.676 -1.153 -3.166
54 H -4.339 2.313 -3.475
55 H 2.546 -0.475 3.607
56 H -2.390 5.631 -3.726
57 H 1.754 -2.042 0.300
58 H 1.580 -2.217 -2.238
59 H -1.858 2.476 -3.341
60 H 1.023 4.774 -0.310
61 H 3.333 -1.397 0.819
62 H -5.666 -3.223 6.162
63 H -0.482 4.566 -3.616
64 H 5.425 -3.346 -1.577
65 H 4.183 -4.455 -2.229
66 H -4.203 4.940 -3.429
67 H -6.180 -2.473 4.621
68 H 0.344 3.070 0.137
69 H 0.034 -2.260 5.647
70 H -5.498 4.245 -1.780
71 H -3.154 -1.438 4.122
72 H 1.526 -4.038 3.247
73 H -0.547 5.288 -1.866
74 H 7.365 -4.438 -2.820
75 H -0.480 -1.511 4.106
76 H -4.164 -1.245 5.585
77 H -6.169 2.488 -1.658

Results of the Löwdin charge analysis, in e, for atoms 1 through 8: P 0.719; O -0.167; O 0.004; O -0.007; O -0.160; O -0.003; O -0.008; N -0.204



4.
Formula: C19H48CaN3O7
Source: the OMol25 dataset
Level of theory: the ωB97M-V functional and the def2-TZVPD basis

- ΔE to the lowest compared entry with this formula, charge and spin (eV) = 0.311
- E_tot (eV) = -57714.2814
- net charge = +1

Cartesian coordinates (Å):
1 Ca 0.726 0.838 4.170
2 O 1.025 2.910 -4.938
3 O 1.813 -0.691 2.792
4 O -6.304 -2.579 -1.197
5 O 2.912 -0.629 -2.835
6 O 2.636 1.313 5.977
7 O -0.171 2.350 2.023
8 O -1.746 -3.653 0.265
9 N 2.314 2.477 3.339
10 N -3.999 -4.041 -1.649
11 N 1.625 1.933 -2.340
12 C -7.376 -1.685 -1.256
13 C -0.486 -3.114 0.631
14 C -6.328 -3.577 -2.183
15 C 2.266 2.622 1.880
16 C 4.097 -1.391 -2.947
17 C -3.018 -5.028 -1.212
18 C -1.660 -4.474 -0.876
19 C 1.431 0.694 -1.568
20 C 0.462 3.566 -3.820
21 C 3.592 2.129 3.982
22 C -1.451 2.724 1.546
23 C 0.355 2.565 -2.690
24 C 2.224 1.617 7.308
25 C 0.885 3.092 1.418
26 C 2.674 -1.565 2.149
27 C -5.302 -4.651 -1.854
28 C 0.829 3.641 -6.149
29 C 3.539 2.316 5.488
30 C 2.755 -0.037 -1.566
31 H 1.853 3.260 3.803
32 H -7.525 -1.302 -2.273
33 H 3.566 0.649 -1.296
34 H -1.254 -3.888 -1.715
35 H -0.229 3.622 -6.418
36 H 3.743 1.062 3.774
37 H 1.500 3.170 -6.862
38 H -7.157 -0.844 -0.601
39 H 3.513 -1.858 2.800
40 H 1.952 1.629 -3.261
41 H -2.946 -5.796 -1.986
42 H -0.433 1.868 -3.024
43 H 1.713 2.578 7.422
44 H 0.139 -3.978 0.885
45 H 2.623 1.727 1.373
46 H -8.335 -2.113 -0.942
47 H 2.155 -2.508 1.916
48 H -0.163 -2.400 -0.129
49 H -4.059 -3.385 -0.874
50 H -0.937 -5.289 -0.746
51 H -7.332 -4.029 -2.199
52 H 4.030 -2.279 -2.315
53 H 1.612 0.813 7.707
54 H 2.683 -0.853 -0.832
55 H 4.396 2.650 3.454
56 H 2.981 3.400 1.586
57 H 3.100 3.306 5.665
58 H 3.100 -1.195 1.209
59 H 0.833 3.081 0.330
60 H -3.330 -5.544 -0.286
61 H -6.213 -3.198 -3.206
62 H 4.129 -1.754 -3.977
63 H 0.637 0.100 -2.040
64 H 1.070 0.908 -0.557
65 H 0.806 4.115 1.811
66 H -0.540 3.911 -4.085
67 H 4.530 2.247 5.931
68 H 1.111 4.388 -3.497
69 H -0.044 3.061 -1.796
70 H 3.105 1.724 7.946
71 H -2.228 2.071 1.940
72 H -5.232 -5.323 -2.711
73 H -1.496 2.716 0.456
74 H -1.691 3.727 1.924
75 H 1.175 4.671 -6.003
76 H -5.616 -5.192 -0.951
77 H -0.621 -2.598 1.584
78 H 5.008 -0.802 -2.824

Results of the Löwdin charge analysis, in e, for atoms 1 through 8: Ca 1.545; O -0.206; O -0.549; O -0.191; O -0.186; O -0.268; O -0.270; O -0.199



5.
Formula: C19H48FN10O19
Source: the OMol25 dataset
Level of theory: the ωB97M-V functional and the def2-TZVPD basis

- E_tot (eV) = -76969.4109
- net charge = +1

Cartesian coordinates (Å):
1 F 0.204 6.220 -0.159
2 O 1.728 1.165 -1.975
3 O -6.412 -1.132 3.869
4 O 4.876 -2.251 -0.602
5 O -3.784 -1.701 -0.600
6 O -4.303 -4.563 2.418
7 O 2.536 0.644 1.595
8 O -6.323 -1.751 5.939
9 O 3.864 4.495 -3.992
10 O -2.525 2.099 -3.802
11 O 5.006 -2.840 1.473
12 O 9.529 -3.150 -0.532
13 O 3.614 -0.119 2.023
14 O 10.079 -4.059 1.349
15 O 5.529 5.825 -3.622
16 O -8.251 -1.593 -0.431
17 O -3.981 1.571 -5.309
18 O -4.186 -0.832 1.365
19 O -8.237 -3.738 -0.701
20 O -3.758 -6.363 1.353
21 N -3.414 1.397 -4.254
22 N 5.499 -2.527 0.406
23 N -4.402 -1.629 0.456
24 N -1.115 1.351 -0.145
25 N 10.113 -3.981 0.138
26 N 0.341 3.200 -0.538
27 N -3.491 -5.349 1.960
28 N -5.812 -1.424 4.889
29 N 4.704 5.007 -3.278
30 N -8.794 -2.682 -0.477
31 C 1.573 6.043 1.884
32 C -4.325 -1.378 4.852
33 C -10.260 -2.714 -0.240
34 C -1.117 -0.210 1.930
35 C 0.281 1.787 0.027
36 C 1.361 4.059 0.171
37 C 10.935 -4.980 -0.593
38 C -5.512 -2.596 0.645
39 C 2.708 1.022 0.221
40 C 0.422 3.227 -2.040
41 C 0.663 1.811 -2.700
42 C 1.097 1.868 -4.212
43 C 4.717 4.594 -1.855
44 C 1.366 0.846 -0.628
45 C 0.654 5.318 0.820
46 C -3.844 0.227 -3.443
47 C -2.055 -5.031 2.166
48 C 6.983 -2.478 0.335
49 C -1.388 -0.010 0.377
50 H 3.928 3.862 -1.700
51 H -5.968 -2.420 1.616
52 H 11.694 -4.435 -1.150
53 H 3.182 2.033 0.067
54 H 11.392 -5.651 0.129
55 H 1.127 -0.246 -0.583
56 H -1.772 1.966 0.349
57 H -3.676 -0.666 -4.042
58 H 4.542 5.486 -1.255
59 H 1.971 5.265 2.588
60 H 2.169 4.435 -0.533
61 H 3.435 0.279 -0.230
62 H 1.890 3.528 1.000
63 H 0.533 2.656 -4.773
64 H -6.229 -2.432 -0.153
65 H -10.439 -2.315 0.757
66 H 7.321 -1.746 1.065
67 H -0.572 3.614 -0.294
68 H -0.243 4.924 1.381
69 H -1.455 -5.813 1.708
70 H -5.088 -3.594 0.595
71 H 7.275 -2.187 -0.668
72 H -2.517 -0.189 0.221
73 H -3.958 -2.376 5.083
74 H -10.602 -3.743 -0.312
75 H -1.880 -4.988 3.240
76 H 0.857 0.880 -4.701
77 H 5.692 4.161 -1.643
78 H -0.890 -0.832 -0.216
79 H 7.354 -3.471 0.573
80 H -4.901 0.356 -3.216
81 H 2.213 2.019 -4.278
82 H -4.010 -1.072 3.857
83 H 2.376 6.667 1.417
84 H -2.100 -0.477 2.421
85 H 3.312 -1.048 1.939
86 H -0.468 -1.120 2.062
87 H -4.000 -0.656 5.599
88 H 1.213 3.927 -2.438
89 H -0.553 3.637 -2.438
90 H -0.741 0.697 2.469
91 H 0.925 6.729 2.491
92 H -0.299 1.226 -2.582
93 H -3.254 0.197 -2.531
94 H -1.862 -4.069 1.696
95 H 10.270 -5.525 -1.261
96 H 0.447 1.926 1.141
97 H -10.729 -2.096 -1.002

Results of the Löwdin charge analysis, in e, for atoms 1 through 8: F -0.014; O -0.078; O 0.054; O 0.058; O 0.041; O 0.031; O -0.172; O 0.077



6.
Formula: C19H48N5O4Si
Source: the OMol25 dataset
Level of theory: the ωB97M-V functional and the def2-TZVPD basis

- E_tot (eV) = -43990.9898
- net charge = +1

Cartesian coordinates (Å):
1 Si -2.205 -3.215 0.529
2 O 2.931 0.270 -1.018
3 O -2.632 4.474 0.116
4 O -4.203 0.509 1.670
5 O 7.043 0.111 -2.955
6 N -5.238 3.396 1.081
7 N 1.156 -3.460 -0.605
8 N 1.543 -3.232 1.781
9 N 0.152 -1.670 0.511
10 N 5.350 2.013 -1.145
11 C -4.382 4.349 1.786
12 C 4.069 2.265 -1.802
13 C 0.003 -3.000 -1.466
14 C -1.881 -3.264 2.407
15 C 6.725 1.469 -3.233
16 C 3.214 -0.315 0.239
17 C 0.998 -2.843 0.656
18 C -2.230 -5.016 -0.132
19 C 2.916 1.702 -0.982
20 C -3.626 5.234 0.803
21 C 2.390 -4.443 1.853
22 C -3.956 -2.505 0.139
23 C -3.010 1.027 1.110
24 C -4.845 1.376 2.600
25 C 5.924 -0.740 -2.791
26 C -2.898 4.332 -1.270
27 C -5.813 2.370 1.950
28 C -0.883 -2.181 -0.459
29 C 6.511 2.324 -1.980
30 H -4.693 2.937 0.362
31 H 3.094 -1.396 0.139
32 H -3.641 3.833 2.408
33 H -5.439 0.726 3.248
34 H 2.064 -4.995 2.775
35 H -5.000 4.977 2.434
36 H 6.218 -1.744 -3.104
37 H -6.516 1.800 1.336
38 H 4.033 1.799 -2.793
39 H 5.892 1.538 -3.941
40 H -4.690 -3.225 0.603
41 H -3.099 6.008 1.366
42 H -1.198 -5.473 -0.129
43 H -4.113 1.864 3.251
44 H 5.397 1.036 -0.883
45 H -2.811 -2.872 2.909
46 H 3.931 3.343 -1.921
47 H 1.148 -4.480 -0.645
48 H 7.392 2.208 -1.343
49 H 1.975 2.019 -1.440
50 H 0.644 -0.833 0.177
51 H -2.892 -5.691 0.476
52 H 2.247 -5.126 0.978
53 H -2.472 1.685 1.797
54 H 5.071 -0.427 -3.399
55 H -4.128 -1.483 0.589
56 H 6.470 3.379 -2.269
57 H -2.361 0.179 0.868
58 H -6.405 2.856 2.732
59 H -3.781 3.709 -1.439
60 H 4.243 -0.111 0.545
61 H -4.311 5.734 0.112
62 H 2.932 2.086 0.043
63 H -1.028 -2.639 2.759
64 H 7.597 1.874 -3.754
65 H 5.638 -0.799 -1.737
66 H -3.034 5.308 -1.744
67 H 0.542 -2.390 -2.245
68 H -1.782 -4.343 2.716
69 H 3.485 -4.201 1.874
70 H 1.356 -2.658 2.602
71 H -0.445 -3.881 -1.984
72 H -2.593 -5.072 -1.190
73 H -3.222 1.549 0.174
74 H -1.278 -1.277 -0.985
75 H -2.038 3.842 -1.729
76 H -4.116 -2.521 -0.969
77 H 2.518 0.046 1.004

Results of the Löwdin charge analysis, in e, for atoms 1 through 8: Si 0.584; O -0.202; O -0.203; O -0.208; O -0.173; N -0.052; N 0.100; N 0.090



| no. | Kohn-Sham gap (eV) |
| --- | --- |
| 1 | 8.56 |
| 2 | 7.21 |
| 3 | 8.21 |
| 4 | 5.99 |
| 5 | 10.15 |
| 6 | 7.35 |